Entry 1:
C3H9N | the ωB97M-V functional and the def2-TZVPD basis

Output
Charge: 0
Structure (SMILES): CN(C)C
Multiplicity: 1

Each line ends with the natural charge from an NBO analysis.
Geometry (Å):
C: 1.3236 -0.4112 -0.2166  -0.412
C: -0.6304 -0.4847 0.9976  -0.422
C: -0.6231 0.9376 -0.9107  -0.424
H: 1.5088 -1.4241 0.2306  0.198
H: 1.7335 0.3294 0.4906  0.162
H: 1.8025 -0.4159 -1.1827  0.201
H: -0.5849 -1.6586 1.2554  0.198
H: -1.7680 -0.2719 0.9909  0.199
H: -0.2092 0.1135 1.8497  0.169
H: -0.0388 1.1201 -1.8361  0.209
H: -1.6742 0.7202 -1.2467  0.199
H: -0.7280 1.7508 -0.1230  0.176
N: -0.1118 -0.3052 -0.2991  -0.454

---

Entry 2:
C3H9N | the ωB97M-V functional and the def2-TZVPD basis

Output
Charge: 0
Structure (SMILES): CC(C)N
Multiplicity: 1

Each line ends with the natural charge from an NBO analysis.
Geometry (Å):
C: 0.0340 -0.7528 -1.1061  -0.621
C: -0.4114 -0.0953 0.1908  -0.053
C: -0.1394 1.4071 0.2102  -0.611
H: -0.2617 -1.8137 -1.0455  0.205
H: 1.1339 -0.6796 -1.1847  0.199
H: -0.4105 -0.3048 -2.0232  0.210
H: -1.4901 -0.2606 0.3181  0.181
H: -0.4549 1.8634 1.1515  0.221
H: -0.6556 1.9093 -0.6233  0.207
H: 0.9468 1.5639 0.0906  0.194
H: 1.2785 -0.4753 1.2996  0.345
H: 0.1588 -1.6867 1.3477  0.351
N: 0.2717 -0.6748 1.3744  -0.829

---

no.,E_LUMO (eV)
1,1.14
2,1.18